Density functional theory data (ωB97M-V/def2-TZVPD) for a cluster of 6 separate species, C6H18N6O12 in total at a distorted geometry.

Atoms and positions in Å:
C 24.724 25.614 -9.189
N 24.360 26.519 -10.323
O 25.225 27.238 -10.712
O 23.203 26.475 -10.745
H 25.165 24.691 -9.565
H 23.760 25.279 -8.806
H 25.255 26.183 -8.426
C 20.469 25.202 -8.914
N 19.837 26.405 -9.636
O 20.321 27.493 -9.355
O 19.045 26.250 -10.491
H 21.542 25.381 -8.849
H 20.037 24.346 -9.433
H 20.019 25.366 -7.935
C 17.399 29.391 -12.787
N 18.895 29.266 -12.553
O 19.423 28.874 -13.531
O 19.282 29.368 -11.399
H 17.197 30.141 -13.551
H 17.000 29.686 -11.816
H 16.998 28.478 -13.227
C 16.438 25.225 -7.368
N 16.974 23.900 -6.747
O 16.371 23.450 -5.792
O 18.040 23.414 -7.191
H 17.326 25.733 -7.745
H 15.860 25.801 -6.645
H 15.805 24.858 -8.176
C 21.562 28.737 -6.813
N 22.453 29.712 -6.223
O 23.544 29.960 -6.710
O 21.983 30.313 -5.283
H 22.116 28.038 -7.439
H 20.966 29.378 -7.463
H 20.918 28.192 -6.123
C 17.576 22.752 -11.859
N 16.729 23.922 -11.471
O 16.920 24.989 -12.053
O 15.927 23.676 -10.608
H 17.738 22.703 -12.936
H 17.213 21.825 -11.417
H 18.554 22.959 -11.424

Atoms 1-6, force components in eV/Å:
-1.54 -0.49 0.29
-1.20 -0.67 0.40
0.77 0.82 -0.70
0.98 -0.09 0.32
0.63 0.51 -0.09
0.11 0.17 0.26

Orbital gap = 10.63 eV
HOMO = -10.8 eV
Lowest unoccupied orbital energy = -0.1 eV
Energy relative to the best compared isomer or geometry (same formula, charge and spin) = 1.415 eV